19
Properties=species:S:1:pos:R:3 method="wB97M-V/def2-TZVPD" e_lumo_ev=0.9 total_energy_ev=-8463.3876 de_lowest_kj_mol=93.23 smiles="C=CC(C)(C)CO"
C 1.797 -0.710 -1.101
C 1.217 -0.399 0.059
O 0.401 2.106 -0.860
C -0.348 1.510 0.179
C -0.243 -0.052 0.252
C -0.695 -0.526 1.643
C -1.146 -0.693 -0.810
H 1.144 1.516 -1.047
H 2.872 -0.836 -1.181
H 1.221 -0.827 -2.017
H 1.846 -0.257 0.940
H -1.397 1.771 -0.005
H -0.068 1.913 1.168
H -0.072 -0.093 2.435
H -0.628 -1.618 1.728
H -1.736 -0.244 1.842
H -1.055 -1.785 -0.803
H -0.916 -0.332 -1.817
H -2.195 -0.445 -0.605